*1*
Molecular formula: CHN2O3
Method: DFT, ωB97M-V/def2-TZVPD

Last column: natural (NBO) charge in e.
CARTESIAN COORDINATES (ANGSTROEM)
C1 -2.1641 0.4605 -0.2370  0.740
N1 -0.6346 0.6835 0.5910  0.338
N2 -3.0580 0.5940 0.6154  -0.867
O1 -0.1661 1.0913 1.7550  -0.582
O2 -1.8463 0.0055 -1.2722  -0.606
O3 -0.0688 -0.2737 0.1718  -0.399
H1 -2.9077 0.9088 1.5561  0.376

Output
Kohn-Sham gap in eV: 9.193
SMILES: [H]/N=C(/[O-])[N+](=O)[O-]
Net charge: -1



*2*
Molecular formula: CHN2O3
Method: DFT, ωB97M-V/def2-TZVPD

Last column: natural (NBO) charge in e.
CARTESIAN COORDINATES (ANGSTROEM)
C1 0.4361 0.9748 -0.0653  0.718
N1 -1.2027 -0.3038 0.2128  -0.037
N2 -2.1194 0.3286 0.3406  0.435
O1 0.5092 0.6849 -1.2584  -0.768
O2 0.0000 1.9223 0.5583  -0.775
O3 -3.1345 0.9068 0.4163  -0.395
H1 1.3134 0.0650 0.6787  -0.178

Output
Kohn-Sham gap in eV: 7.675
Net charge: -1



*2* has the most favorable energy; the next structure is 4.0 kcal/mol above.



*1*
Molecular formula: C3H3Br2F
Method: DFT, ωB97M-V/def2-TZVPD

Last column: natural (NBO) charge in e.
CARTESIAN COORDINATES (ANGSTROEM)
C1 0.1295 1.3877 -0.9264  -0.259
C2 -0.1773 1.1566 0.2168  -0.246
C3 -3.5714 0.7278 -0.4319  0.207
F1 -3.6335 1.0900 -1.7109  -0.332
Br1 -2.2693 -2.9016 -0.1246  -0.189
Br2 -4.6884 1.6753 0.5729  0.123
H1 0.4294 1.4845 -2.0403  0.261
H2 -1.5666 -2.1255 -0.9831  0.191
H3 -0.3286 1.0539 1.2812  0.244

Output
Kohn-Sham gap in eV: 9.069



*2*
Molecular formula: C3H3Br2F
Method: DFT, ωB97M-V/def2-TZVPD

Last column: natural (NBO) charge in e.
CARTESIAN COORDINATES (ANGSTROEM)
C1 0.9991 -0.0772 0.5820  -0.483
C2 1.1587 0.3093 -0.6719  0.253
C3 -1.7270 -0.4615 0.7776  -0.273
F1 1.1516 1.5901 -1.0573  -0.342
Br1 -2.4830 1.1542 0.3535  0.153
Br2 -2.1503 -1.8154 -0.4891  0.082
H1 1.0471 -1.0647 0.8155  0.218
H2 0.6803 0.5771 1.2992  0.219
H3 1.3235 -0.2120 -1.6096  0.173

Output
Kohn-Sham gap in eV: 7.914



*2* has the most favorable energy; the next structure is 27.1 kcal/mol above.



*1*
Molecular formula: C4H10S2
Method: DFT, ωB97M-V/def2-TZVPD

Last column: natural (NBO) charge in e.
CARTESIAN COORDINATES (ANGSTROEM)
C1 -0.4645 -1.5239 -0.2349  -0.769
S1 -1.3341 -0.6267 1.0402  0.099
S2 -3.1995 -1.6132 0.9257  -0.142
H1 0.4223 -0.9812 -0.5665  0.240
H2 -0.0879 -2.5010 0.0800  0.217
H3 -1.1072 -1.6502 -1.1075  0.228
H4 -3.7591 -0.6474 1.5884  0.128
C2 4.3253 1.3615 -0.9063  -0.654
C3 3.1283 1.9664 -1.6118  -0.143
C4 2.3757 3.0191 -1.2915  -0.440
H5 4.2287 0.2861 -0.8192  0.221
H6 4.5515 1.8400 0.0468  0.210
H7 5.1336 1.6078 -1.6051  0.218
H8 2.9976 1.4309 -2.5574  0.181
H9 1.3791 2.9698 -1.7165  0.212
H10 2.6531 3.6240 -0.4374  0.196

Output
Kohn-Sham gap in eV: 8.669
SMILES: C=CC.CSS



*2*
Molecular formula: C4H10S2
Method: DFT, ωB97M-V/def2-TZVPD

Last column: natural (NBO) charge in e.
CARTESIAN COORDINATES (ANGSTROEM)
C1 -2.8115 -0.1131 -0.7808  -0.429
C2 -1.6054 -0.4433 -1.4049  -0.369
S1 -1.3044 0.3014 1.8416  -0.495
S2 0.2734 -0.8132 1.2564  0.079
C3 1.3891 0.4152 0.5105  -0.549
C4 2.8831 0.1165 0.7383  -0.631
H1 -1.7968 -0.0711 -0.0933  0.357
H2 -3.5307 -0.9103 -0.6993  0.246
H3 -3.2271 0.8813 -0.8471  0.252
H4 -1.3777 -1.4631 -1.6691  0.239
H5 -0.9585 0.3411 -1.7696  0.231
H6 1.2453 0.4726 -0.5686  0.194
H7 1.0967 1.3551 0.9589  0.232
H8 3.4158 -0.3366 -0.0941  0.210
H9 2.9370 -0.7103 1.4517  0.215
H10 3.3716 0.9778 1.1694  0.219

Output
Kohn-Sham gap in eV: 6.637



*1* has the most favorable energy; the next structure is 47.6 kcal/mol above.



*1*
Molecular formula: C4H10S2
Method: DFT, ωB97M-V/def2-TZVPD

Last column: natural (NBO) charge in e.
CARTESIAN COORDINATES (ANGSTROEM)
C1 1.6211 -1.7724 2.9577  -0.759
S1 0.9599 -0.7215 1.6675  0.093
S2 -0.7308 -1.7708 1.0283  -0.140
H1 1.2803 -1.4795 3.9450  0.220
H2 2.7063 -1.7012 2.9085  0.228
H3 1.3409 -2.7993 2.7411  0.235
H4 -0.1240 -2.4341 0.0293  0.128
C2 -1.6717 0.7180 -1.7738  -0.648
C3 -0.3131 1.2713 -1.4085  -0.159
C4 0.1160 2.4661 -1.7891  -0.415
H5 -2.1797 0.3548 -0.8821  0.222
H6 -2.2675 1.4868 -2.2639  0.206
H7 -1.5734 -0.1317 -2.4540  0.212
H8 0.2592 0.5863 -0.7924  0.190
H9 1.0773 2.8510 -1.4779  0.199
H10 -0.5010 3.0760 -2.4359  0.188

Output
Kohn-Sham gap in eV: 9.691
SMILES: C=CC.CSS



*2*
Molecular formula: C4H10S2
Method: DFT, ωB97M-V/def2-TZVPD

Last column: natural (NBO) charge in e.
CARTESIAN COORDINATES (ANGSTROEM)
C1 -1.1446 -0.9461 -1.2111  -0.414
C2 -2.3799 -0.2611 -0.6927  -0.647
C3 0.1330 -0.0673 -1.5040  -0.594
S1 0.5032 1.3133 -0.4880  0.155
S2 0.1659 -0.1701 1.5205  0.055
C4 1.9393 -0.6629 1.3535  -0.760
H1 -0.7669 -1.7029 -0.5038  0.210
H2 -1.2614 -1.7759 -2.0120  0.210
H3 -2.1193 -0.3026 0.3981  0.226
H4 -2.5475 0.8253 -0.9781  0.217
H5 -3.3028 -0.6437 -1.0336  0.223
H6 0.9958 -0.7981 -1.4339  0.206
H7 0.0778 0.2531 -2.5528  0.234
H8 2.1600 -1.5219 2.0367  0.229
H9 2.0651 -1.2181 0.4339  0.210
H10 2.7070 0.2164 1.4507  0.240

Output
Kohn-Sham gap in eV: 7.939
SMILES: CCCSSC



*1* has the most favorable energy; the next structure is 31.7 kcal/mol above.



*1*
Molecular formula: C10H16NOS
Method: DFT, ωB97M-V/def2-TZVPD

Last column: natural (NBO) charge in e.
CARTESIAN COORDINATES (ANGSTROEM)
O1 1.9112 -1.9091 1.3135  -0.691
C1 1.9959 -0.7619 0.4980  0.246
C2 2.9745 0.2701 0.7633  -0.253
C3 2.9881 1.4321 -0.1163  -0.210
C4 2.0871 1.5336 -1.2344  -0.222
C5 1.0986 0.5033 -1.5117  -0.238
C6 1.0440 -0.6430 -0.6198  -0.077
C7 -0.0506 -1.7551 -0.8629  -0.257
N1 -0.9260 -1.7432 0.3247  -0.620
C8 -2.2441 -1.1353 0.1244  -0.227
C9 -2.2912 0.2247 -0.6707  -0.450
C10 -1.7710 1.5188 0.0894  -0.525
S1 -1.1581 1.2844 1.8013  0.352
H1 1.3426 -1.7275 2.0801  0.472
H2 3.6463 0.1337 1.6339  0.250
H3 3.7122 2.2480 0.0936  0.242
H4 2.1010 2.4216 -1.9036  0.236
H5 0.3760 0.5815 -2.3487  0.225
H6 -0.5826 -1.6062 -1.8316  0.217
H7 0.4429 -2.7651 -0.9155  0.238
H8 -0.4535 -1.4221 1.1595  0.339
H9 -2.7345 -1.0537 1.1356  0.191
H10 -2.8949 -1.8566 -0.4459  0.230
H11 -1.7848 0.2105 -1.6619  0.238
H12 -3.3799 0.4132 -0.8900  0.242
H13 -2.6258 2.2460 0.1703  0.277
H14 -0.9814 2.0706 -0.4893  0.296
H15 -1.9808 0.4855 2.5474  0.229
H16 0.1390 0.8016 1.7675  0.249

Output
Kohn-Sham gap in eV: 8.043
Net charge: +1



*2*
Molecular formula: C10H16NOS
Method: DFT, ωB97M-V/def2-TZVPD

Last column: natural (NBO) charge in e.
CARTESIAN COORDINATES (ANGSTROEM)
C1 1.6808 1.6867 3.1223  -0.252
C2 1.1058 1.3593 1.8406  -0.160
C3 2.3311 0.5690 3.6737  -0.339
C4 1.3001 0.0647 1.4207  -0.309
C5 0.2289 -0.0269 -1.9800  -0.069
C6 0.9273 -0.5533 0.1746  0.592
C7 -1.2890 0.0711 -1.3864  0.095
C8 1.0833 -2.0403 0.1548  -0.744
C9 -1.5409 1.5213 -1.2311  -0.641
C10 -2.2893 -0.7309 -2.2425  -0.616
N1 -1.1485 -0.4881 -0.0148  -0.685
O1 1.1082 0.1381 -0.9257  -0.471
S1 2.3782 -0.8080 2.6557  0.442
H1 1.5396 2.6766 3.5974  0.259
H2 0.7303 2.0761 1.0896  0.243
H3 3.0961 0.5431 4.4325  0.260
H4 0.2736 -1.0207 -2.4057  0.182
H5 0.5123 0.7444 -2.6682  0.227
H6 1.0856 -2.4994 1.2331  0.274
H7 2.1431 -2.2848 0.0277  0.279
H8 0.3466 -2.5196 -0.6572  0.240
H9 -2.4821 1.8118 -1.8261  0.246
H10 -0.7507 2.2712 -1.5122  0.243
H11 -1.8225 1.6206 -0.1411  0.209
H12 -2.2884 -0.2009 -3.1263  0.235
H13 -3.3368 -0.6716 -1.7940  0.236
H14 -2.0723 -1.7938 -2.2043  0.221
H15 -1.3233 -1.4918 -0.0338  0.399
H16 -1.5271 -0.0238 0.7267  0.404

Output
Kohn-Sham gap in eV: 8.519
Net charge: +1



*2* has the most favorable energy; the next structure is 20.7 kcal/mol above.